1.
The following is a quantum chemistry calculation of a cluster of 7 separate species, C42H42F7O8PS2 in total at a distorted geometry, from OMol25.

ORCA input file:
```
! wB97M-V def2-TZVPD RIJCOSX def2/J DEFGRID3
* xyz 0 1
O 2.71 3.48 2.29
S 2.83 2.95 0.84
O 2.32 4.10 -0.11
O 4.48 2.66 0.36
C 4.45 1.70 -0.77
F 5.84 1.67 -1.35
C 4.02 0.17 -0.35
O 3.40 -0.43 -1.57
O 5.19 -0.67 -0.04
C 2.84 0.12 0.83
S 3.65 0.31 2.56
P 2.00 -1.60 0.84
O 3.10 -2.86 0.31
O 0.51 -1.62 -0.05
C 1.83 1.38 0.51
C 0.39 1.33 1.28
C -0.80 1.33 0.10
O -1.02 2.70 -0.46
H 3.78 2.19 -1.60
H 2.88 0.26 -2.08
H 5.70 -0.89 -0.89
H 4.99 -0.11 2.50
H 2.56 -3.68 0.08
H -0.22 -1.74 0.65
H 1.60 1.40 -0.67
H 0.26 0.46 2.05
H 0.25 2.37 1.83
H -0.52 0.66 -0.83
H -1.82 0.99 0.60
H -1.28 2.51 -1.43
F 0.78 -2.31 3.72
C 1.48 -3.35 4.19
C 1.07 -3.97 5.36
C 1.79 -5.06 5.85
C 2.91 -5.52 5.16
C 3.31 -4.89 3.98
C 2.59 -3.81 3.49
H 0.20 -3.59 5.89
H 1.47 -5.56 6.77
H 3.47 -6.37 5.54
H 4.19 -5.25 3.44
H 2.88 -3.31 2.57
F -3.98 -0.52 -3.10
C -4.65 -0.05 -2.03
C -5.30 1.18 -2.12
C -6.00 1.66 -1.01
C -6.02 0.92 0.17
C -5.36 -0.30 0.25
C -4.67 -0.79 -0.86
H -5.26 1.74 -3.05
H -6.52 2.61 -1.07
H -6.56 1.30 1.04
H -5.38 -0.87 1.18
H -4.16 -1.75 -0.82
F -7.70 -1.75 -9.29
C -7.09 -1.47 -8.13
C -5.70 -1.40 -8.10
C -5.06 -1.10 -6.89
C -5.81 -0.88 -5.74
C -7.21 -0.96 -5.79
C -7.85 -1.25 -6.99
H -5.13 -1.58 -9.00
H -3.97 -1.03 -6.86
H -5.31 -0.65 -4.80
H -7.79 -0.79 -4.88
H -8.93 -1.30 -7.04
F -0.77 -2.67 7.38
C -0.15 -2.39 8.54
C 1.23 -2.32 8.57
C 1.88 -2.02 9.77
C 1.12 -1.80 10.93
C -0.27 -1.88 10.88
C -0.91 -2.17 9.68
H 1.80 -2.50 7.67
H 2.96 -1.96 9.81
H 1.62 -1.57 11.87
H -0.86 -1.71 11.79
H -2.00 -2.22 9.62
F 1.82 -0.25 -3.95
C 1.89 -1.37 -4.67
C 1.33 -2.54 -4.17
C 1.41 -3.71 -4.93
C 2.05 -3.70 -6.17
C 2.62 -2.53 -6.66
C 2.53 -1.35 -5.91
H 0.84 -2.53 -3.21
H 0.97 -4.63 -4.55
H 2.11 -4.62 -6.75
H 3.12 -2.52 -7.62
H 2.96 -0.42 -6.28
F 0.28 10.13 -2.45
C 0.97 9.09 -1.98
C 0.56 8.47 -0.80
C 1.28 7.38 -0.32
C 2.40 6.92 -1.01
C 2.80 7.55 -2.19
C 2.08 8.63 -2.68
H -0.31 8.85 -0.27
H 0.97 6.88 0.60
H 2.96 6.07 -0.63
H 3.68 7.19 -2.73
H 2.37 9.13 -3.60
*
```

The value obtained for the HOMO energy is -8.52 eV. The SMILES is O=S1(=O)O[C@@H](F)C(O)(O)[C@](S)(P(O)O)[C@H]1CCO.Fc1ccccc1.Fc1ccccc1.Fc1ccccc1.Fc1ccccc1.Fc1ccccc1.Fc1ccccc1. The largest force on an atom is 7.76 eV/A.



2.
The following is a quantum chemistry calculation of an isolated molecule of C8H13B at a distorted geometry, from OMol25.

ORCA input file:
```
! wB97M-V def2-TZVPD RIJCOSX def2/J DEFGRID3
* xyz 0 1
C 0.60 -2.62 -0.37
B 1.11 -1.19 -0.04
C 2.20 -0.42 0.40
C 2.30 0.99 0.09
C 1.22 1.59 -0.51
C 0.06 0.79 -0.79
C -1.11 0.80 -0.10
C -2.31 -0.02 -0.45
C -1.10 1.42 1.24
H -0.49 -2.92 0.04
H 1.25 -3.40 0.16
H 0.39 -2.77 -1.51
H 3.03 -0.90 0.93
H 3.03 1.61 0.63
H 0.98 2.70 -0.55
H 0.12 0.41 -1.87
H -2.16 -0.41 -1.62
H -3.21 0.63 -0.51
H -2.56 -0.87 0.21
H -1.62 2.30 1.15
H -0.02 1.58 1.57
H -1.69 0.69 1.91
*
```

The value obtained for the HOMO energy is -7.22 eV. The SMILES is C/B=C/C=C\C=C(C)C. As for the relative energy (zero: lowest compared OMol25 entry of this formula, charge and spin): 172.2 kJ/mol. The largest force on an atom is 4.06 eV/A.



3.
The following is a quantum chemistry calculation of a cluster of 3 separate species, C23H36N2O4PS in total at a distorted geometry, from OMol25.

ORCA input file:
```
! wB97M-V def2-TZVPD RIJCOSX def2/J DEFGRID3
* xyz -1 1
O -3.69 0.71 3.75
C -3.48 -0.44 3.09
O -4.66 -1.19 2.57
C -2.01 -1.13 2.80
C -1.54 -1.47 1.25
C -0.11 -2.18 0.85
C 0.98 -2.55 2.04
C 0.53 -2.21 3.60
C -0.94 -1.51 3.99
C -1.26 -1.27 5.61
O -1.96 -0.22 6.07
C -0.63 -2.46 6.61
C 0.70 -3.10 6.26
P 1.39 -4.52 7.39
S 0.29 -4.77 9.00
C 1.52 -2.58 4.90
O 2.85 -2.44 4.88
H -2.32 -1.23 0.38
H 0.19 -2.43 -0.26
H 2.03 -3.07 1.79
H -1.28 -2.76 7.54
H 2.80 -4.40 7.65
H 1.20 -5.74 6.60
C -1.46 0.89 -1.93
C -1.88 1.14 -3.38
N -2.49 -0.03 -4.01
C -2.60 0.09 -5.47
C -3.51 1.19 -6.02
C -3.66 -0.60 -3.34
C -4.86 0.32 -3.10
H -0.82 0.01 -1.85
H -0.90 1.76 -1.55
H -2.33 0.76 -1.27
H -0.97 1.41 -3.93
H -2.54 2.01 -3.41
H -2.92 -0.87 -5.89
H -1.59 0.25 -5.87
H -4.56 0.94 -5.89
H -3.34 1.30 -7.10
H -3.31 2.16 -5.56
H -3.34 -1.00 -2.37
H -4.01 -1.49 -3.89
H -4.56 1.28 -2.67
H -5.54 -0.16 -2.38
H -5.42 0.50 -4.01
C 2.47 1.22 -2.83
C 3.53 1.94 -1.99
N 3.00 2.51 -0.75
C 3.92 3.45 -0.11
C 5.25 2.90 0.41
C 2.32 1.58 0.16
C 3.10 0.37 0.65
H 1.62 1.88 -3.03
H 2.90 0.93 -3.80
H 2.11 0.31 -2.34
H 3.93 2.74 -2.61
H 4.36 1.24 -1.80
H 3.40 3.96 0.72
H 4.14 4.25 -0.82
H 5.12 2.31 1.31
H 5.91 3.74 0.67
H 5.76 2.30 -0.34
H 1.41 1.23 -0.34
H 1.94 2.13 1.03
H 3.61 -0.15 -0.17
H 2.40 -0.35 1.10
H 3.83 0.63 1.41
*
```

The value obtained for the HOMO energy is -4.78 eV. The largest force on an atom is 9.04 eV/A.



4.
The following is a quantum chemistry calculation of an isolated molecule of CH2N2O3 at a distorted geometry, from OMol25.

ORCA input file:
```
! wB97M-V def2-TZVPD RIJCOSX def2/J DEFGRID3
* xyz 0 1
O 2.05 -1.04 0.00
C 1.09 -0.52 0.48
N 0.80 0.77 0.80
O -0.59 0.55 0.88
N -0.27 -0.88 0.89
O -1.21 -1.64 0.29
H 1.17 1.58 1.30
H -1.73 -1.12 -0.34
*
```

The value obtained for the HOMO energy is -9.56 eV. The SMILES is O=c1[nH]on1O. As for the relative energy (zero: lowest compared OMol25 entry of this formula, charge and spin): 355.5 kJ/mol. The largest force on an atom is 1.58 eV/A.



5.
The following is a quantum chemistry calculation of a structure of composition C12H13Cl2NO3RuV at a distorted geometry, from OMol25.

ORCA input file:
```
! wB97M-V def2-TZVPD RIJCOSX def2/J DEFGRID3
* xyz 4 8
V -0.43 -2.94 -2.56
Ru -0.59 -1.77 -0.49
Cl 1.37 -1.34 -1.93
Cl 0.28 -3.98 -0.28
C -2.24 -1.90 0.31
C -1.44 -1.91 -3.71
C -1.95 -4.02 -2.36
O -3.31 -1.81 0.79
O -2.09 -1.28 -4.45
O -2.92 -4.66 -2.25
C 2.09 1.81 1.94
N 1.80 0.45 1.40
C 2.71 -0.56 2.02
C 0.32 0.09 1.53
C -0.43 0.90 0.52
C -0.62 2.29 0.64
C -1.03 3.02 -0.48
C -1.49 2.36 -1.61
C -1.47 0.95 -1.68
C -0.88 0.27 -0.63
H 1.54 1.92 2.89
H 1.77 2.58 1.24
H 3.16 1.90 2.14
H 1.99 0.45 0.38
H 2.42 -0.67 3.06
H 2.59 -1.50 1.47
H 3.74 -0.18 1.95
H 0.26 -1.02 1.39
H 0.05 0.31 2.57
H -0.43 2.78 1.60
H -0.97 4.11 -0.45
H -1.90 2.93 -2.45
H -1.90 0.42 -2.52
*
```

The value obtained for the HOMO energy (alpha / beta) is -24.44 / -24.24 eV. As for the relative energy (zero: lowest compared OMol25 entry of this formula, charge and spin): 0.0 kJ/mol. The largest force on an atom is 10.52 eV/A.



6.
The following is a quantum chemistry calculation of a cluster of 6 separate species, C52H47N3O20 in total at a distorted geometry, from OMol25.

ORCA input file:
```
! wB97M-V def2-TZVPD RIJCOSX def2/J DEFGRID3
* xyz 0 1
C -1.12 4.94 -6.16
C -0.22 4.88 -4.75
C 0.23 3.36 -4.33
C -0.92 2.53 -3.45
C -2.38 2.45 -4.23
N -3.45 2.23 -4.95
C -1.08 3.28 -1.97
C -2.31 4.35 -1.90
C -2.15 5.51 -0.74
C -0.67 6.22 -0.67
N 0.23 5.65 0.44
C 0.02 4.31 1.12
C 1.14 3.90 2.25
C 2.09 5.24 2.19
C 1.47 6.31 1.07
C -0.26 1.00 -3.27
C 0.86 0.94 -2.06
N 1.73 0.84 -1.09
C -1.37 -0.20 -3.24
C -2.38 -0.18 -1.95
C -4.03 -0.22 -2.17
C -5.12 -0.25 -0.90
C -4.57 -0.21 0.64
C -2.95 -0.18 0.92
C -1.90 -0.18 -0.36
H -2.23 4.85 -5.82
H -0.84 3.95 -6.75
H -0.87 5.89 -6.80
H 0.78 5.46 -5.01
H -0.72 5.50 -3.88
H 0.57 2.77 -5.29
H 1.18 3.47 -3.62
H -0.03 3.70 -1.67
H -1.34 2.42 -1.18
H -2.57 4.89 -2.90
H -3.28 3.73 -1.60
H -2.54 5.11 0.31
H -2.92 6.38 -1.03
H -0.71 7.41 -0.65
H -0.11 5.94 -1.68
H -0.87 3.59 0.87
H 1.21 2.91 2.87
H 3.07 5.36 2.86
H 1.94 7.37 0.84
H 0.37 0.84 -4.28
H -1.99 -0.31 -4.25
H -0.75 -1.22 -3.16
H -4.51 -0.25 -3.26
H -6.29 -0.29 -1.09
H -5.31 -0.21 1.55
H -2.55 -0.16 2.03
H -0.75 -0.20 -0.08
O 1.57 -3.69 6.65
C 0.79 -3.00 6.01
C 0.90 -1.53 5.94
C 0.03 -0.81 5.24
O 0.14 0.57 5.18
C -1.09 -1.45 4.50
O -1.89 -0.75 3.88
C -1.19 -2.92 4.54
C -0.32 -3.64 5.24
O -0.41 -5.02 5.28
H 1.72 -1.08 6.49
H -0.61 0.86 4.61
H -2.00 -3.37 3.99
H 0.34 -5.31 5.85
O 2.85 -2.49 4.23
C 3.94 -2.43 3.67
C 4.23 -1.44 2.63
C 5.42 -1.42 2.03
O 5.70 -0.49 1.04
C 6.49 -2.38 2.39
O 7.57 -2.35 1.80
C 6.21 -3.36 3.45
C 5.02 -3.38 4.06
O 4.75 -4.30 5.06
H 3.44 -0.74 2.37
H 6.63 -0.67 0.76
H 7.00 -4.05 3.72
H 3.82 -4.11 5.33
O 7.42 -0.62 4.81
C 8.17 0.27 4.44
C 7.76 1.29 3.46
C 8.61 2.24 3.07
O 8.22 3.20 2.15
C 10.00 2.30 3.59
O 10.76 3.17 3.19
C 10.41 1.29 4.58
C 9.55 0.34 4.98
O 9.93 -0.60 5.92
H 6.74 1.24 3.09
H 9.02 3.77 2.03
H 11.42 1.36 4.97
H 9.14 -1.18 6.04
O -3.08 -5.07 3.28
C -3.24 -6.17 2.75
C -2.20 -7.21 2.79
C -2.40 -8.39 2.20
O -1.43 -9.38 2.23
C -3.66 -8.69 1.46
O -3.80 -9.77 0.91
C -4.70 -7.65 1.44
C -4.51 -6.47 2.04
O -5.49 -5.50 2.03
H -1.29 -6.98 3.33
H -1.81 -10.13 1.73
H -5.62 -7.89 0.92
H -5.11 -4.74 2.53
O -4.63 -1.80 -6.43
C -5.40 -1.11 -7.07
C -5.29 0.36 -7.13
C -6.16 1.08 -7.84
O -6.05 2.46 -7.90
C -7.28 0.44 -8.58
O -8.08 1.14 -9.20
C -7.38 -1.02 -8.54
C -6.51 -1.75 -7.84
O -6.60 -3.13 -7.80
H -4.47 0.81 -6.59
H -6.80 2.75 -8.47
H -8.19 -1.48 -9.09
H -5.85 -3.42 -7.22
*
```

The value obtained for the HOMO energy is -7.63 eV. The SMILES is CCC[C@](C#N)(CCCCn1cccc1)[C@@H](C#N)Cc1ccccc1.O=C1C=C(O)C(=O)C=C1O.O=C1C=C(O)C(=O)C=C1O.O=C1C=C(O)C(=O)C=C1O.O=C1C=C(O)C(=O)C=C1O.O=C1C=C(O)C(=O)C=C1O. The largest force on an atom is 12.13 eV/A.



7.
The following is a quantum chemistry calculation of a structure of composition C32H55MnNO2P2S at a distorted geometry, from OMol25.

ORCA input file:
```
! wB97M-V def2-TZVPD RIJCOSX def2/J DEFGRID3
* xyz 4 4
Mn -0.06 0.01 -0.24
C -1.08 0.34 -1.76
O -1.70 0.56 -2.73
C 1.13 0.15 1.18
O 1.66 -0.23 2.17
P 1.81 -0.77 -1.47
C 2.99 0.59 -1.94
H 3.87 0.07 -2.35
C 3.00 -1.99 -0.66
H 3.05 -1.56 0.36
C 1.45 -1.39 -3.20
H 0.88 -0.56 -3.65
C -3.39 1.34 0.43
P -1.62 1.35 1.05
H -1.87 3.66 1.69
H -3.30 1.71 -0.60
C -1.81 1.28 2.93
H -2.71 1.89 3.08
C 2.40 -3.38 -0.56
H 2.83 -3.91 0.30
H 2.60 -3.99 -1.45
H 1.32 -3.35 -0.40
C 4.43 -2.08 -1.22
H 4.44 -2.55 -2.21
H 5.00 -2.75 -0.55
H 4.94 -1.12 -1.27
C 2.68 -1.66 -4.09
H 3.37 -0.81 -4.17
H 2.31 -1.88 -5.11
H 3.24 -2.54 -3.75
C 0.54 -2.60 -3.21
H 0.44 -2.99 -4.23
H -0.47 -2.37 -2.86
H 0.93 -3.41 -2.59
C 2.40 1.43 -3.07
H 2.60 1.00 -4.06
H 2.85 2.43 -3.09
H 1.32 1.54 -3.00
C 3.46 1.39 -0.73
H 2.66 2.00 -0.29
H 4.26 2.08 -1.05
H 3.87 0.74 0.05
C -4.38 2.27 1.16
H -3.97 3.28 1.37
H -4.72 1.83 2.12
H -5.27 2.41 0.52
C -3.91 -0.08 0.38
H -3.67 -0.65 1.29
C 0.24 3.35 1.19
H -3.46 -0.63 -0.46
H -4.99 -0.12 0.25
C -1.67 3.74 -0.44
H 0.88 2.71 0.55
H 0.55 4.38 0.98
H 0.50 3.16 2.24
C -1.26 3.17 0.90
H -1.21 4.72 -0.59
H -2.75 3.86 -0.52
H -1.35 3.11 -1.27
C -0.66 1.83 3.76
H 0.28 1.34 3.51
H -0.87 1.63 4.81
H -0.58 2.91 3.68
C -2.08 -0.15 3.41
H -1.27 -0.83 3.11
H -3.04 -0.56 3.05
H -2.11 -0.15 4.51
H 0.26 1.93 -1.53
H 0.63 1.56 -0.94
N -0.66 -1.69 0.37
S -1.72 -2.86 -0.28
C -0.84 -4.39 -0.25
C -0.71 -5.04 -1.49
C 0.05 -6.21 -1.56
C 0.57 -6.76 -0.40
C 0.42 -6.11 0.82
C -0.26 -4.90 0.91
C -2.96 -3.29 0.92
C -4.20 -3.70 0.37
C -5.28 -3.92 1.23
C -5.11 -3.75 2.61
C -3.85 -3.47 3.14
C -2.77 -3.27 2.29
H -0.35 -2.01 1.28
H -1.21 -4.63 -2.39
H 0.16 -6.72 -2.52
H 1.08 -7.72 -0.43
H 0.78 -6.58 1.73
H -0.37 -4.38 1.86
H -4.30 -3.85 -0.71
H -6.24 -4.23 0.82
H -5.95 -3.89 3.28
H -3.70 -3.43 4.21
H -1.76 -3.12 2.69
*
```

The value obtained for the HOMO energy (alpha / beta) is -20.13 / -20.12 eV. The largest force on an atom is 9.67 eV/A.



8.
The following is a quantum chemistry calculation of an isolated molecule of C5H6O2, from OMol25.

ORCA input file:
```
! wB97M-V def2-TZVPD RIJCOSX def2/J DEFGRID3
* xyz 0 1
C -0.58 2.60 0.27
C -0.50 1.44 -0.03
C -0.35 0.02 -0.36
C -1.04 -0.81 0.72
O -0.45 -1.40 1.59
C 1.13 -0.40 -0.47
O 1.23 -1.77 -0.78
H -0.64 3.64 0.52
H -0.85 -0.18 -1.31
H -2.15 -0.86 0.65
H 1.65 -0.14 0.46
H 1.59 0.15 -1.29
H 0.99 -2.25 0.03
*
```

The value obtained for the HOMO energy is -10.05 eV. The SMILES is C#C[C@H](C=O)CO. As for the relative energy (zero: lowest compared OMol25 entry of this formula, charge and spin): 231.5 kJ/mol. The largest force on an atom is 0.62 eV/A.